Record 1
{"formula": "C48H71ClN2O5PtSi", "method": "wB97M-V/def2-TZVPD", "elements": ["Pt", "Cl", "Si", "O", "O", "O", "O", "O", "N", "N", "C", "C", "C", "C", "C", "C", "C", "C", "C", "C", "C", "C", "C", "C", "C", "C", "C", "C", "C", "C", "C", "C", "C", "C", "C", "C", "C", "C", "C", "C", "C", "C", "C", "C", "C", "C", "C", "C", "C", "C", "C", "C", "C", "C", "C", "C", "C", "C", "H", "H", "H", "H", "H", "H", "H", "H", "H", "H", "H", "H", "H", "H", "H", "H", "H", "H", "H", "H", "H", "H", "H", "H", "H", "H", "H", "H", "H", "H", "H", "H", "H", "H", "H", "H", "H", "H", "H", "H", "H", "H", "H", "H", "H", "H", "H", "H", "H", "H", "H", "H", "H", "H", "H", "H", "H", "H", "H", "H", "H", "H", "H", "H", "H", "H", "H", "H", "H", "H", "H"], "coordinates": [[0.785, -0.103, -0.050], [0.640, 7.961, 2.983], [3.959, -3.935, -0.348], [1.925, 1.355, -1.157], [2.257, 2.470, 1.637], [3.189, 3.176, -1.490], [1.167, -0.198, 2.158], [-0.576, -0.208, -1.735], [-2.035, 1.852, 0.195], [-1.269, -0.822, 0.979], [1.838, -2.665, 4.729], [3.418, -0.862, 3.922], [-1.676, -6.333, -2.939], [0.707, 5.275, 3.325], [-0.542, -0.124, -4.699], [0.106, -1.464, -4.297], [-3.642, -5.225, -4.043], [-0.197, -3.216, 3.650], [0.693, -3.471, 4.673], [2.318, 4.844, 1.122], [3.173, 0.559, 4.455], [4.443, -1.557, 4.825], [1.666, -5.642, 5.361], [4.032, -0.783, 2.521], [0.221, -2.337, -5.546], [0.630, -4.138, 7.094], [1.520, -1.212, -3.747], [-0.696, 2.336, 0.138], [-0.003, -2.166, 2.756], [-1.071, -1.388, -2.010], [0.535, -4.637, 5.644], [2.752, -2.550, -0.283], [-2.542, -3.211, -1.325], [0.631, 2.831, 3.879], [-0.922, -2.119, 1.585], [-2.447, 1.417, 1.503], [1.088, 3.978, 3.013], [2.093, -1.629, 3.852], [-2.377, -1.090, 0.018], [1.931, 6.136, 1.453], [-1.987, -1.960, -1.109], [-0.803, -5.361, 5.484], [-0.764, -2.108, -3.214], [-1.344, -3.346, -3.383], [-1.693, 0.161, 2.011], [1.090, -1.300, 2.880], [1.905, 3.766, 1.897], [2.772, 2.278, -0.785], [5.608, -3.441, 0.406], [-3.719, -5.817, -1.632], [-2.808, -5.311, -2.753], [4.276, -4.440, -2.123], [3.258, -5.362, 0.647], [3.282, 2.219, 0.683], [-2.219, -3.940, -2.456], [-2.977, 2.726, -0.478], [1.129, 6.346, 2.556], [1.961, -1.639, -0.240], [3.358, -0.288, 1.833], [5.013, -5.245, -2.169], [-3.244, -3.597, -0.596], [-0.513, 3.243, 0.730], [-1.064, -3.854, 3.518], [-4.073, -6.819, -1.880], [2.985, -5.030, 1.653], [-0.425, 2.535, -0.897], [0.865, 1.879, 3.404], [-0.192, -3.454, 7.313], [-0.757, -2.534, -5.992], [-4.593, -5.174, -1.509], [-0.877, -6.149, 6.236], [2.128, -0.713, -4.505], [2.001, -2.155, -3.474], [-0.792, 0.456, 2.543], [-3.514, 1.193, 1.446], [-1.643, -4.678, 5.627], [2.260, 6.972, 0.850], [-2.349, -0.337, 2.735], [1.567, -3.613, 7.282], [-0.445, 2.893, 4.059], [3.988, -6.169, 0.746], [4.978, -0.234, 2.552], [1.130, 2.863, 4.849], [4.106, 2.924, 0.782], [-0.538, 0.563, -3.857], [-1.848, -2.623, 1.886], [2.567, -2.878, 5.499], [-0.889, -5.830, 4.501], [0.570, -4.985, 7.782], [-3.965, 2.264, -0.482], [-4.423, -4.469, -3.938], [-0.473, -2.719, 0.781], [-3.024, -4.958, -4.901], [1.538, -6.541, 5.969], [-3.182, -5.877, -0.682], [-1.016, -6.062, -3.765], [0.712, -3.288, -5.326], [3.621, 1.203, 0.866], [-4.116, -6.188, -4.247], [5.605, -3.536, 1.494], [-3.225, -1.527, 0.557], [1.656, -5.929, 4.308], [-1.575, -0.282, -5.019], [4.213, -1.785, 2.131], [0.014, 0.332, -5.521], [-0.038, 1.547, 0.542], [4.128, 1.069, 4.613], [0.075, 5.451, 4.188], [2.643, -5.209, 5.586], [4.667, -3.597, -2.699], [5.869, -2.408, 0.163], [4.595, -2.597, 4.528], [5.399, -1.037, 4.736], [-2.663, -0.131, -0.401], [-1.074, -6.407, -2.031], [2.637, 0.534, 5.407], [-2.325, 2.205, 2.262], [3.367, -4.788, -2.620], [2.924, 4.693, 0.240], [4.149, -1.522, 5.877], [-2.099, -7.317, -3.153], [1.496, -0.575, -2.867], [2.360, -5.776, 0.182], [-1.124, -3.899, -4.287], [0.826, -1.814, -6.289], [2.593, 1.131, 3.729], [-3.056, 3.718, -0.007], [-2.654, 2.860, -1.511], [6.402, -4.085, 0.021]], "forces_ev_per_a": [[-1.9, 0.4, 0.7], [0.0, 0.0, 0.0], [0.3, -0.4, 0.1], [-0.7, -1.3, -0.1], [0.0, -0.1, -0.1], [-0.5, -0.6, -0.4], [0.4, 0.9, -1.4], [1.4, 1.2, 0.5], [-0.3, 0.1, -0.2], [0.8, -0.1, -0.1], [-0.1, 0.0, 0.0], [-0.1, 0.1, 0.0], [0.0, 0.0, 0.0], [0.0, 0.0, 0.0], [0.0, -0.1, 0.0], [0.0, 0.1, 0.2], [0.1, 0.0, 0.1], [0.0, -0.1, 0.1], [0.1, 0.0, -0.1], [0.0, 0.0, -0.1], [0.0, -0.1, -0.2], [-0.1, 0.1, 0.0], [-0.1, 0.0, 0.1], [0.0, -0.1, 0.0], [0.0, 0.0, 0.1], [0.0, 0.0, -0.1], [-0.1, 0.0, 0.0], [-0.3, 0.1, -0.7], [0.1, 0.2, 0.1], [-0.1, -1.4, -0.4], [0.1, 0.0, 0.0], [0.1, -0.2, -0.1], [-0.1, -0.2, 0.0], [0.0, 0.1, -0.2], [0.0, -0.4, 0.0], [-0.1, -0.4, -0.1], [-0.1, -0.1, 0.1], [0.0, 0.3, -0.2], [-0.2, 0.3, -0.3], [0.0, 0.0, 0.0], [0.4, 0.1, -0.2], [0.1, 0.1, 0.0], [0.2, 0.5, 0.2], [-0.1, -0.2, 0.1], [0.1, 0.5, 0.0], [0.3, -0.8, 0.2], [0.1, 0.3, 0.0], [0.7, 0.3, 1.5], [-0.1, 0.2, 0.0], [0.1, 0.1, 0.0], [0.0, -0.1, -0.1], [-0.2, 0.1, -0.1], [-0.1, 0.0, 0.0], [-0.4, -0.1, -0.6], [0.0, 0.1, 0.0], [0.1, 0.0, 0.1], [0.0, -0.1, 0.0], [-0.7, 0.7, 0.0], [0.0, -0.1, 0.0], [0.0, 0.0, 0.1], [0.0, 0.0, 0.0], [0.2, -0.1, 0.3], [0.0, 0.1, 0.0], [0.0, 0.0, 0.0], [0.0, 0.0, 0.0], [0.2, -0.1, 0.0], [-0.2, 0.1, 0.1], [0.0, 0.0, 0.0], [0.0, 0.0, 0.0], [0.0, 0.0, 0.1], [0.0, 0.0, 0.0], [0.0, 0.0, 0.0], [0.0, 0.0, 0.0], [0.0, -0.1, 0.0], [0.0, 0.0, 0.0], [0.0, 0.0, 0.0], [0.0, 0.0, 0.0], [0.1, -0.2, -0.1], [0.0, 0.0, 0.0], [0.0, 0.0, 0.0], [0.0, 0.0, 0.0], [0.0, 0.0, 0.0], [0.0, -0.1, 0.0], [0.0, 0.0, 0.1], [0.0, 0.1, 0.0], [-0.1, 0.1, -0.1], [0.0, 0.0, -0.1], [0.0, 0.0, 0.0], [0.0, 0.0, 0.0], [0.0, 0.0, 0.0], [0.0, 0.0, 0.0], [-0.2, 0.0, 0.0], [0.0, 0.0, 0.0], [0.0, 0.0, 0.0], [0.0, 0.0, 0.0], [0.0, 0.0, 0.0], [0.0, 0.0, 0.0], [0.1, 0.1, 0.1], [0.0, 0.0, 0.0], [0.0, 0.0, 0.0], [0.1, 0.0, 0.2], [0.0, 0.0, 0.0], [0.0, 0.0, 0.0], [0.1, 0.0, 0.0], [0.0, 0.0, 0.0], [0.3, 0.4, 0.5], [0.0, 0.0, 0.0], [0.0, 0.0, 0.0], [0.0, 0.0, 0.0], [0.0, 0.0, 0.0], [0.0, 0.0, 0.0], [0.0, 0.0, 0.0], [0.0, 0.0, 0.0], [0.0, 0.1, 0.1], [0.0, 0.0, 0.0], [0.0, 0.0, 0.0], [0.0, 0.0, 0.1], [0.0, 0.0, 0.0], [0.0, 0.0, 0.0], [0.0, -0.1, 0.0], [0.0, 0.0, 0.0], [0.0, 0.0, 0.0], [0.0, 0.0, 0.0], [0.0, 0.0, 0.0], [0.0, 0.0, 0.0], [0.2, -0.1, 0.2], [0.0, 0.0, 0.0], [0.0, 0.0, 0.0], [-0.1, 0.0, 0.0]], "orbital_gap_ev": [5.11, 5.13], "homo_energy_ev": [-7.70, -7.70], "charge": 0, "multiplicity": 1, "energy_ev": -87790.2083}

=====

Record 2
{"formula": "C48H72O33", "method": "wB97M-V/def2-TZVPD", "elements": ["O", "O", "O", "O", "O", "O", "O", "O", "O", "O", "O", "O", "O", "O", "O", "O", "O", "O", "O", "O", "O", "O", "O", "O", "O", "O", "O", "O", "O", "O", "O", "O", "O", "C", "C", "C", "C", "C", "C", "C", "C", "C", "C", "C", "C", "C", "C", "C", "C", "C", "C", "C", "C", "C", "C", "C", "C", "C", "C", "C", "C", "C", "C", "C", "C", "C", "C", "C", "C", "C", "C", "C", "C", "C", "C", "C", "C", "C", "C", "C", "C", "H", "H", "H", "H", "H", "H", "H", "H", "H", "H", "H", "H", "H", "H", "H", "H", "H", "H", "H", "H", "H", "H", "H", "H", "H", "H", "H", "H", "H", "H", "H", "H", "H", "H", "H", "H", "H", "H", "H", "H", "H", "H", "H", "H", "H", "H", "H", "H", "H", "H", "H", "H", "H", "H", "H", "H", "H", "H", "H", "H", "H", "H", "H", "H", "H", "H", "H", "H", "H", "H", "H", "H"], "coordinates": [[-3.225, -2.389, 1.651], [2.095, 1.690, -4.135], [2.634, -3.036, -1.473], [-3.748, 3.676, -2.782], [-3.270, 4.379, -0.766], [7.926, 3.854, -1.087], [-1.909, -0.902, -2.069], [1.455, -0.414, 3.438], [-1.001, -4.458, 0.245], [3.564, 0.339, 3.384], [0.314, -3.185, 1.479], [-2.521, -4.112, 2.930], [1.166, 0.880, -0.170], [-3.351, 0.934, 4.818], [-0.195, 4.349, 2.344], [0.452, -5.429, 1.571], [1.038, 6.164, 2.187], [-3.590, 0.406, -1.407], [6.720, 2.017, -0.805], [2.624, -4.917, -0.407], [1.585, 3.896, -4.011], [3.903, -1.918, -4.022], [6.653, 3.060, -2.788], [-4.881, -0.551, 4.151], [1.852, 4.524, 3.339], [6.017, -1.035, -3.882], [0.158, 2.385, -3.242], [1.340, -4.687, -2.210], [0.734, 3.080, -0.410], [-3.677, -0.975, 6.026], [3.021, -1.595, 2.342], [4.710, -0.639, -5.611], [-2.014, -2.053, 3.465], [1.406, 0.950, 3.901], [0.924, 4.919, 2.718], [6.124, 1.034, -1.657], [3.327, -0.748, -5.932], [-1.717, -2.267, -2.518], [-3.930, -0.296, 5.120], [-3.134, 2.387, 2.990], [5.742, 1.890, -2.853], [-1.400, -5.856, 0.151], [-5.211, 3.008, -1.128], [-1.220, -6.301, -1.265], [7.141, 3.066, -1.533], [-4.093, 1.593, 3.831], [2.706, -0.635, 3.045], [0.511, -0.382, 0.083], [3.435, -4.009, 0.401], [4.988, 0.307, -0.991], [0.683, 4.636, -3.244], [-2.660, -2.875, 2.576], [0.349, 5.895, -3.995], [-4.033, 3.768, -1.479], [1.389, 2.594, -3.790], [-2.108, 5.843, 2.253], [-4.715, 2.858, -3.455], [1.534, -1.240, -4.119], [3.729, -2.883, -0.625], [0.141, 6.315, 1.128], [0.346, 1.923, -0.179], [-3.237, -0.682, -1.723], [-4.839, 0.449, 3.146], [-2.240, -4.188, 4.363], [-0.800, 0.094, 0.797], [-3.889, -1.990, -1.685], [0.483, 0.925, 5.124], [-1.091, 1.518, 0.199], [2.894, 1.376, 4.097], [2.143, -4.254, -1.433], [-1.405, -2.891, 4.489], [-0.906, 5.252, 1.482], [-1.527, -5.481, 4.739], [2.750, -1.717, -4.896], [-0.079, -4.236, 1.131], [-3.123, -2.736, -2.792], [-5.842, 2.638, -2.486], [-0.388, -6.443, 1.172], [4.550, -4.610, 1.137], [4.959, -1.231, -4.425], [-0.535, 3.600, -3.081], [3.116, 1.242, 5.109], [3.690, -1.910, -0.040], [6.847, 0.294, -1.945], [0.807, 0.223, 5.879], [-3.636, -2.528, -0.767], [-3.272, -3.823, -2.763], [4.893, -3.909, 1.893], [-0.990, 3.624, -2.087], [-0.574, -5.585, 4.289], [-4.831, 2.222, 4.309], [1.256, 6.449, -4.258], [-2.381, 1.720, 2.594], [0.850, -0.853, -4.800], [1.110, -2.060, -3.560], [-0.538, 0.739, 4.772], [-0.324, -2.975, 4.371], [2.614, -2.681, -5.410], [-3.382, -2.313, -3.764], [-4.262, 1.994, -3.861], [3.141, 2.272, 3.547], [-2.960, 5.105, 2.284], [5.393, -0.156, -0.062], [0.155, -7.306, 0.722], [-5.108, 3.440, -4.315], [3.225, -1.092, -6.916], [-1.199, 4.792, 0.535], [5.413, -4.897, 0.527], [-1.912, -5.831, -1.997], [-0.195, -6.109, -1.461], [-6.625, 3.372, -2.741], [-1.553, -2.390, 5.473], [-6.316, 1.649, -2.510], [-1.749, 1.554, -0.703], [4.691, 2.141, -2.821], [1.784, -0.364, -3.489], [-5.866, 0.727, 2.828], [5.802, 1.311, -3.801], [-0.860, -6.842, 2.072], [-1.389, -7.359, -1.285], [-0.300, 6.454, -3.298], [-1.299, 3.724, -3.809], [-4.237, -0.003, 2.351], [-1.555, -0.654, 0.654], [-2.030, -6.349, 4.358], [-1.775, 6.118, 3.224], [-0.255, 5.655, -4.864], [4.158, -5.453, 1.732], [-2.511, 6.752, 1.800], [4.163, 0.989, -0.718], [1.132, -1.024, 0.700], [-1.241, -2.865, -1.750], [-0.336, 7.252, 1.143], [2.906, 0.265, -5.873], [-4.734, 2.088, -0.702], [0.954, 1.621, 3.162], [-2.545, 3.183, 3.498], [0.421, 1.922, 5.612], [-3.686, 2.905, 2.241], [-0.667, 0.133, 1.892], [2.692, -3.537, 1.133], [-2.425, -5.930, 0.513], [-5.883, 3.471, -0.401], [-5.008, -1.922, -1.862], [0.641, 6.073, 0.189], [-1.397, -5.513, 5.831], [4.568, -0.511, -1.636], [-3.169, -4.195, 4.906], [-1.361, 2.303, 0.915], [-1.081, -2.192, -3.397], [0.278, -0.814, -0.875], [1.205, 4.891, -2.331], [4.801, -2.948, -1.068]], "forces_ev_per_a": [[-0.6, -0.5, -1.0], [0.2, 0.7, 0.3], [0.1, 1.8, -1.6], [-0.2, -0.4, -0.7], [-0.4, -0.1, 0.2], [-0.6, 0.1, -0.5], [-0.8, 0.3, -0.1], [0.6, 0.8, -0.1], [-1.9, 0.2, -1.2], [0.0, -1.1, -0.3], [0.5, 1.6, 0.6], [-0.6, -2.6, 0.2], [1.1, 0.2, -0.2], [0.2, -1.8, 1.6], [-0.8, -0.9, -0.2], [0.3, 1.6, 0.1], [0.4, 0.7, 0.4], [-0.8, 1.0, -0.1], [-0.2, -0.4, 0.3], [0.9, -1.0, 0.8], [1.2, -1.3, -0.4], [-0.2, -0.4, 0.9], [-1.2, -1.5, 0.2], [0.2, -0.3, 1.4], [-0.2, -1.6, 1.2], [-0.8, -1.1, 0.3], [0.6, -0.7, -0.3], [-0.3, 0.0, -0.3], [-0.6, -2.4, 0.5], [0.6, -1.3, 1.6], [-0.3, 1.6, 1.7], [-0.1, -0.1, -0.2], [0.3, -0.8, 0.5], [-0.9, 1.0, 1.1], [1.8, 1.9, -0.9], [-0.5, 0.4, -0.7], [-0.2, 1.4, 1.2], [0.1, 0.4, 0.0], [-0.9, 2.5, -3.1], [0.6, 0.4, 0.6], [0.0, -0.6, -1.1], [0.5, 0.8, 0.9], [-1.0, -2.1, 0.2], [-0.8, 0.1, 0.2], [1.2, 0.3, 0.6], [-0.1, 0.4, -0.4], [1.2, -2.0, -2.5], [-1.5, 1.5, 0.9], [-2.0, 2.2, 0.2], [-0.5, -0.4, 0.6], [-1.8, 0.3, -0.1], [1.0, 3.0, 0.9], [-0.7, 0.1, 0.8], [2.1, 1.6, 0.3], [-1.0, -0.7, -0.6], [-0.7, -1.2, -1.2], [-0.7, 1.4, -1.2], [1.9, -0.1, 1.0], [2.1, 0.4, 2.6], [-0.4, -1.8, 0.1], [-0.1, 2.1, -0.4], [2.7, -0.6, 0.6], [0.3, 0.0, -0.6], [1.9, -0.1, -0.3], [0.2, 0.1, 0.0], [-1.9, -1.4, -1.2], [-0.1, 1.5, -0.3], [1.5, -0.5, -0.2], [-1.8, -1.3, -1.8], [-0.4, -0.5, -0.2], [-1.2, 0.8, 1.3], [-1.2, 1.1, -0.8], [-0.2, 0.6, 0.1], [0.6, -0.3, -0.3], [1.1, -1.9, 0.3], [-0.4, 0.1, -0.3], [-1.1, 0.5, 0.8], [-0.8, -2.6, -0.6], [0.5, -1.0, 0.8], [0.8, 1.3, -0.8], [2.0, 1.6, 1.4], [0.8, 0.7, 1.6], [-0.2, -1.1, -1.1], [0.7, -0.2, -0.1], [0.0, -0.4, 0.1], [-0.3, 0.5, 0.4], [0.1, 0.4, -0.1], [0.0, 0.3, -0.1], [0.2, 0.1, -0.2], [1.3, 0.4, -0.4], [-0.2, 0.4, 0.3], [-0.3, 0.0, 0.1], [-0.1, -0.2, -0.4], [-1.5, 0.5, -1.4], [-0.1, -0.1, 0.3], [0.2, -0.4, 0.2], [-0.1, -0.3, -0.6], [-0.3, 0.1, 0.5], [-0.4, -0.4, -0.1], [0.7, -1.0, 0.0], [-0.1, 0.6, 0.8], [1.0, 0.8, 0.2], [-0.4, 0.2, -0.5], [0.0, 0.8, 0.2], [0.5, -0.2, 0.3], [-0.1, -0.6, -1.4], [-0.1, -0.6, 0.5], [-0.3, -0.2, 0.0], [0.6, -0.1, 0.6], [0.8, 0.2, -0.9], [0.1, -0.3, 0.3], [-0.2, -0.3, -0.7], [0.4, 0.2, 0.0], [0.5, -0.2, 0.8], [-0.2, 0.9, 0.4], [0.0, -0.8, -0.1], [0.7, -0.3, 0.2], [0.8, 0.8, 0.5], [-0.4, 0.0, -0.1], [-0.1, -0.7, -0.2], [0.4, 0.3, -0.4], [-0.5, 0.1, -0.9], [-0.3, 0.4, -0.4], [-0.7, -0.2, -0.2], [-0.9, -0.4, 0.3], [0.1, 0.1, 1.1], [0.1, 0.1, -0.3], [0.4, 0.0, -0.4], [0.2, -0.2, -0.3], [0.3, -0.2, -0.1], [0.1, 0.2, -0.1], [0.3, 0.1, 0.3], [-0.1, 1.4, -0.2], [-0.1, -0.3, 0.2], [-0.7, 0.6, 0.0], [0.0, -0.5, -0.3], [-0.7, -0.6, 0.3], [0.3, -0.4, -0.4], [-0.3, 0.2, -1.1], [0.2, 0.1, -0.4], [1.0, -0.8, -0.8], [0.0, 0.1, 0.0], [0.3, 0.0, -0.2], [1.4, -0.1, 0.4], [0.0, 0.2, -0.1], [-0.2, -0.1, -0.3], [0.6, 0.9, 0.4], [-0.5, 0.6, 0.0], [-0.4, -0.4, -0.2], [0.0, -0.3, 0.0], [0.0, -0.4, -0.3], [-0.3, -0.2, 0.6], [-2.0, -0.1, -0.1]], "orbital_gap_ev": 10.05, "homo_energy_ev": -9.83, "smiles": "C[C@H]1COC(=O)O1.C[C@H]1COC(=O)O1.C[C@H]1COC(=O)O1.C[C@H]1COC(=O)O1.C[C@H]1COC(=O)O1.C[C@H]1COC(=O)O1.C[C@H]1COC(=O)O1.C[C@H]1COC(=O)O1.C[C@H]1COC(=O)O1.O=C1CCCO1.O=C1CCCO1.O=C1CCCO1", "charge": 0, "multiplicity": 1, "energy_ev": -118514.1602}